Density functional theory data (ωB97M-V with the def2-TZVPD basis set) for 2 unconnected molecules or ions with the total composition C6H6F3N3.

XYZ file:
```
18
Properties=species:S:1:pos:R:3:forces:R:3:mulliken_charge:R:1
F -1.76552 0.68527 1.55027 0.3661 -1.2589 -0.6492 -0.228
F -2.14619 -1.50091 1.64559 1.2083 0.6168 0.6670 -0.267
F -2.41038 -0.54600 -0.18940 1.2400 1.0370 0.3937 -0.258
N 1.81223 1.95599 -1.61548 3.3592 0.9802 -1.8158 -0.620
N 0.43040 0.92241 -0.52866 -3.0142 -3.1633 2.6166 0.445
N 1.70705 0.99423 -0.77685 -0.9186 -0.5467 0.3119 -0.540
C 0.96107 -1.21413 1.41899 -3.9155 -3.0591 2.9727 -0.793
C -0.15423 -0.80737 0.55122 0.7714 3.9103 -0.7403 0.949
C -1.57831 -0.49500 0.91535 -2.1328 -0.6960 -0.8145 0.555
C -0.33235 1.87562 -1.18283 0.2389 -1.7782 0.7716 -0.083
C 0.49376 -2.09677 0.29474 0.0099 0.4086 -2.7522 -0.566
C 0.65530 2.47484 -1.94638 -2.9781 -0.1304 1.4230 -0.442
H -1.43072 1.97727 -0.98841 1.4683 -0.1474 -0.5074 0.315
H 0.38412 3.22441 -2.62308 0.7269 1.1517 -0.9841 0.412
H 1.83304 -0.76364 1.26907 3.5231 2.0011 -0.5796 0.389
H 0.99408 -2.22074 -0.70851 0.0868 0.4872 1.4517 0.223
H 0.74846 -1.57084 2.52974 0.3437 0.9532 -2.5098 0.201
H -0.20180 -2.89465 0.38463 -0.3835 -0.7660 0.7446 0.308
```
Positions in Å, forces in eV/Å.

Results
LUMO	-1.015	eV
frontier orbital gap	8.620	eV
calculated total energy	-18937.0883	eV

---

Density functional theory data (ωB97M-V with the def2-TZVPD basis set) for 2 unconnected molecules or ions with the total composition C6H6F3NS2.

XYZ file:
```
18
Properties=species:S:1:pos:R:3:forces:R:3:mulliken_charge:R:1
S 1.68123 -0.10959 -1.16197 -0.8378 -0.6257 0.1432 0.035
S -1.33596 -0.56708 0.87630 0.6372 0.8186 0.1376 -0.084
F -1.45522 3.53122 -1.83404 0.7201 -1.8394 0.8977 -0.185
F -1.16915 1.27962 -1.84935 -0.2034 1.5932 0.7208 -0.138
F 0.51384 2.60963 -2.28853 -2.1520 0.0656 2.0738 -0.207
N -1.38283 1.04790 2.85103 -1.0937 0.9574 1.9602 -0.565
C -0.12867 0.71826 0.94814 1.5159 -0.8807 -0.1807 0.561
C -0.39850 1.49725 2.09563 1.3524 -0.9488 -1.5116 -0.595
C -1.96750 0.03049 2.36998 -0.3586 -1.5718 -1.3840 -0.070
C 1.14081 0.67853 0.25244 -1.5307 1.2590 0.1338 -0.363
C -0.66612 2.47751 -1.48908 1.5553 0.3699 -3.9172 0.524
C 0.42330 -1.40473 -1.48099 5.3751 -1.0237 -2.4455 -0.975
H 1.77732 1.54554 0.40472 0.0633 -0.0781 0.3908 0.261
H -2.75424 -0.58540 2.73452 -0.6788 0.2419 0.8646 0.379
H 0.74371 -2.30198 -0.95324 -0.6271 0.0188 -0.0853 0.304
H 0.28809 2.21736 2.47977 0.1729 0.6137 0.0083 0.393
H -0.52078 -1.12450 -1.46605 -4.3111 1.4049 1.0671 0.395
H 0.52535 -1.53319 -2.60212 0.4009 -0.3751 1.1264 0.331
```
Positions in Å, forces in eV/Å.

Results
LUMO (spin up / spin down)	-1.626 / -0.586	eV
frontier orbital gap (spin up / spin down)	5.232 / 8.428	eV
calculated total energy	-37627.9027	eV

---

Density functional theory data (ωB97M-V with the def2-TZVPD basis set) for 2 unconnected molecules or ions with the total composition C6H6F3O3P.

XYZ file:
```
19
Properties=species:S:1:pos:R:3:forces:R:3:mulliken_charge:R:1
P 0.12920 1.37233 1.45704 -0.2737 1.4448 -0.4776 0.723
F -2.21666 -0.41258 -1.66510 1.3119 0.7957 0.9044 -0.354
F -2.50194 1.40693 -0.48414 1.1366 -0.1036 -0.1552 -0.220
F -3.00271 -0.52598 0.33770 1.5603 0.6019 0.0419 -0.381
O -0.27659 0.93923 2.80555 -0.1515 -1.6162 2.0405 -0.783
O 1.58316 1.29607 1.06843 0.5751 -0.3128 0.1553 -0.707
O -0.58006 2.63415 1.07738 -0.3186 0.9353 -1.1684 -0.795
C -0.20017 -1.29616 0.30191 0.0560 -3.0641 1.2445 -0.413
C 1.70070 -0.03459 -1.64171 -0.3249 0.6905 0.7622 -0.512
C -0.65790 0.02520 0.24039 3.3630 2.7045 -2.2585 0.479
C 0.62084 0.69041 -1.38627 -0.7103 -2.3763 1.2504 -0.299
C 0.89856 -1.65450 1.03145 -0.6273 2.3988 -1.4822 -1.155
C -1.92502 0.21392 -0.36281 -5.3699 -1.4341 -1.0867 0.728
H 2.56472 0.21796 -2.34652 -1.4728 -0.3691 0.9832 0.218
H 1.34559 -2.58381 0.97966 0.3553 -2.2930 -0.0242 0.388
H -0.86175 -2.06871 -0.19673 0.9964 0.5908 0.5172 0.097
H 1.57104 -0.85687 1.37161 -0.6176 -0.0778 0.3541 0.376
H 1.81159 -0.81369 -0.82173 0.4704 0.4903 -1.1256 0.204
H -0.00260 1.45069 -1.76612 0.0416 0.9947 -0.4754 0.405
```
Positions in Å, forces in eV/Å.

Results
LUMO	6.355	eV
frontier orbital gap	6.072	eV
calculated total energy	-29900.6696	eV
total charge	-2

---

Number 1: molar mass 177.1 g/mol. Number 2: molar mass 213.2 g/mol. Number 3: molar mass 214.1 g/mol.